125
Properties=species:S:1:pos:R:3:mulliken_spin:R:1 method="wB97M-V/def2-TZVPD" homo_lumo_gap_ev="8.9 / 8.8" spin_multiplicity=2 e_homo_ev="-8.194 / -8.317" s2=0.7540 energy_ha=-2541.1637
C -0.264 -4.476 2.490 0.00
C -1.461 -3.673 1.925 0.00
N -1.230 -3.077 0.606 0.00
C -1.081 -1.622 0.592 -0.02
C -2.455 -0.982 0.960 0.01
C -3.599 -1.717 0.217 0.00
C -4.694 -0.729 -0.266 0.00
C -5.310 0.106 0.857 0.00
O -5.771 1.387 0.364 0.00
C -4.722 2.231 0.121 0.00
C -3.972 2.773 1.334 0.00
O -4.420 2.535 -0.991 0.00
C -0.726 -1.111 -0.826 0.00
C 0.752 -0.820 -1.087 -0.01
C 0.821 -0.159 -2.489 0.03
C 1.607 -2.104 -1.185 0.02
N 1.341 0.156 -0.134 0.38
O 2.623 0.136 -0.162 0.55
C 0.724 0.159 1.240 -0.02
C 1.848 0.359 2.278 0.04
C -0.201 1.406 1.366 0.03
C 0.044 -1.171 1.573 0.02
H 0.314 -4.958 1.704 0.00
H -0.653 -5.204 3.203 0.00
H 0.374 -3.796 3.058 0.00
H -2.304 -4.368 1.827 0.00
H -1.759 -2.944 2.677 0.00
H -0.412 -3.518 0.206 0.00
H -2.479 0.055 0.622 0.00
H -2.590 -0.986 2.045 0.00
H -3.210 -2.177 -0.688 0.00
H -4.025 -2.459 0.897 0.00
H -5.476 -1.342 -0.717 0.00
H -4.239 -0.126 -1.053 0.00
H -4.645 0.242 1.714 0.00
H -6.210 -0.390 1.218 0.00
H -2.993 2.295 1.339 0.00
H -3.855 3.846 1.217 0.00
H -4.520 2.513 2.238 0.00
H -1.294 -0.209 -1.060 0.01
H -1.037 -1.872 -1.548 0.00
H 0.265 0.783 -2.428 -0.01
H 0.307 -0.774 -3.229 0.00
H 1.848 0.044 -2.785 0.00
H 2.541 -1.889 -1.701 -0.01
H 1.081 -2.849 -1.784 0.00
H 1.879 -2.500 -0.206 0.00
H 1.360 0.461 3.251 0.00
H 2.506 -0.504 2.356 0.02
H 2.384 1.286 2.116 -0.03
H -0.165 1.974 0.436 -0.02
H 0.184 2.054 2.155 -0.01
H -1.226 1.163 1.638 0.00
H -0.320 -1.137 2.603 0.00
H 0.818 -1.943 1.564 0.00
O -3.808 -2.554 -2.856 0.00
C -3.696 -1.889 -3.852 0.00
O -3.187 -0.651 -3.728 0.00
C -2.856 0.184 -4.839 0.00
C -4.059 0.960 -5.333 0.00
C -4.185 -2.376 -5.191 0.00
H -2.380 -0.398 -5.631 0.00
H -2.104 0.875 -4.462 0.00
H -4.842 0.296 -5.700 0.00
H -3.772 1.634 -6.141 0.00
H -4.484 1.548 -4.519 0.00
H -5.257 -2.194 -5.263 0.00
H -4.001 -3.444 -5.254 0.00
H -3.685 -1.916 -6.040 0.00
O 3.690 0.710 4.985 0.00
C 3.293 1.656 5.607 0.00
O 1.991 1.969 5.551 0.00
C 1.415 3.044 6.296 0.00
C 1.541 4.332 5.513 0.00
C 4.243 2.552 6.366 0.00
H 1.844 3.102 7.299 0.00
H 0.364 2.790 6.422 0.00
H 2.585 4.593 5.339 0.00
H 1.061 5.162 6.034 0.00
H 1.077 4.210 4.537 0.00
H 4.682 3.263 5.666 0.00
H 5.032 1.933 6.787 0.00
H 3.784 3.098 7.186 0.00
O 2.115 3.243 2.638 0.00
C 2.469 3.277 1.488 0.00
O 1.676 3.862 0.582 0.00
C 2.085 4.091 -0.770 0.00
C 1.844 2.873 -1.638 0.01
C 3.733 2.592 1.035 -0.01
H 3.120 4.435 -0.804 0.00
H 1.470 4.919 -1.118 0.00
H 2.430 2.016 -1.304 0.00
H 2.108 3.087 -2.674 0.00
H 0.794 2.581 -1.597 0.00
H 3.526 1.530 0.885 0.02
H 4.473 2.702 1.820 0.00
H 4.160 3.010 0.128 0.00
O 5.359 5.360 0.686 0.00
C 6.488 4.988 0.860 0.00
O 7.446 5.401 0.016 0.00
C 8.839 5.156 0.230 0.00
C 9.257 3.796 -0.289 0.00
C 6.830 4.005 1.954 0.00
H 9.099 5.299 1.279 0.00
H 9.354 5.936 -0.329 0.00
H 8.746 2.989 0.236 0.00
H 10.332 3.657 -0.169 0.00
H 9.008 3.704 -1.346 0.00
H 6.617 2.998 1.600 0.00
H 6.198 4.223 2.812 0.00
H 7.860 4.052 2.299 0.00
O -4.138 -5.480 -6.166 0.00
C -4.289 -6.303 -5.303 0.00
O -5.413 -6.270 -4.574 0.00
C -5.769 -7.280 -3.626 0.00
C -5.132 -7.027 -2.275 0.00
C -3.210 -7.303 -4.968 0.00
H -5.542 -8.273 -4.016 0.00
H -6.852 -7.219 -3.538 0.00
H -4.044 -7.060 -2.330 0.00
H -5.463 -7.773 -1.552 0.00
H -5.406 -6.037 -1.909 0.00
H -2.487 -6.825 -4.308 0.00
H -2.713 -7.589 -5.892 0.00
H -3.576 -8.213 -4.499 0.00

18
Properties=species:S:1:pos:R:3:mulliken_spin:R:1 method="wB97M-V/def2-TZVPD" homo_lumo_gap_ev="9.1 / 5.4" spin_multiplicity=5 e_homo_ev="-6.225 / -6.414" s2=6.0224 charge=-1 energy_ha=-1379.2809
Rh -0.216 0.234 0.162 2.47
N 2.467 0.038 2.475 0.33
C 2.808 -0.061 1.151 -0.03
N 4.078 -0.115 0.765 0.09
N 4.007 -0.260 -0.546 0.02
N 2.745 -0.288 -0.938 0.07
N 1.963 -0.174 0.129 0.11
C 1.248 -0.050 3.025 0.05
N 1.076 -0.106 4.362 0.11
N -0.202 -0.264 4.516 0.08
N -0.821 -0.299 3.309 0.16
N 0.078 -0.173 2.373 0.10
H 3.240 0.108 3.125 -0.02
O -2.819 2.774 -1.202 0.02
S -1.874 1.902 -0.573 0.00
O -2.195 1.471 0.815 0.13
O -1.703 0.550 -1.312 0.19
O -0.460 2.414 -0.517 0.12

95
Properties=species:S:1:pos:R:3:lowdin_charge:R:1 method="wB97M-V/def2-TZVPD" homo_lumo_gap_ev=7.9 spin_multiplicity=1 e_homo_ev=-7.762 e_above_lowest_ev=0.586 energy_ha=-9920.8585
Y 1.530 0.285 -0.357 1.19
C -2.136 0.642 0.096 -0.02
C -1.154 1.522 -0.617 -0.32
N -0.525 1.015 -1.630 -0.04
N 0.062 1.952 -2.476 -0.06
C 1.122 1.604 -3.122 -1.12
S 2.149 0.199 -2.941 0.50
S 1.720 2.649 -4.404 0.90
C 0.588 4.059 -4.377 -0.41
C 1.199 5.316 -3.816 -0.29
C 1.881 5.300 -2.603 -0.05
C 2.408 6.469 -2.082 -0.08
C 2.265 7.671 -2.764 -0.10
C 1.591 7.694 -3.975 -0.09
C 1.063 6.521 -4.496 -0.05
C -0.918 2.898 -0.143 -0.14
C -1.962 3.787 0.101 -0.03
C -1.711 5.065 0.569 -0.09
C -0.397 5.441 0.830 -0.08
C 0.649 4.559 0.634 -0.02
C 0.416 3.269 0.147 -0.39
O 1.414 2.405 0.008 -0.30
H -2.067 -0.386 -0.259 0.07
H -2.015 0.680 1.179 0.05
H -3.144 1.013 -0.119 0.09
H 0.252 4.222 -5.401 0.07
H -0.268 3.743 -3.777 0.07
H 2.004 4.361 -2.075 0.10
H 2.936 6.444 -1.136 0.10
H 2.683 8.582 -2.356 0.10
H 1.480 8.623 -4.519 0.10
H 0.540 6.540 -5.446 0.11
H -2.980 3.479 -0.108 0.11
H -2.525 5.759 0.728 0.10
H -0.187 6.438 1.198 0.10
H 1.670 4.843 0.853 0.11
C -2.651 -0.080 4.459 -0.21
Ge -0.874 -0.552 5.112 0.73
C -0.928 -2.204 6.145 -0.22
C -0.153 0.911 6.177 -0.22
C 0.233 -0.853 3.522 -0.56
Se 0.502 0.772 2.486 0.91
C 2.182 1.359 3.264 -0.34
H -3.341 0.090 5.286 0.02
H -3.057 -0.875 3.831 0.01
H -2.599 0.835 3.866 0.01
H -1.581 -2.097 7.011 0.02
H 0.071 -2.463 6.496 0.02
H -1.298 -3.030 5.536 0.01
H -0.823 1.125 7.011 0.02
H -0.067 1.815 5.574 0.01
H 0.828 0.660 6.581 0.02
H -0.292 -1.539 2.857 -0.01
H 1.211 -1.291 3.723 -0.03
H 2.007 1.688 4.285 0.02
H 2.526 2.194 2.657 0.03
H 2.902 0.546 3.236 0.00
O 0.477 -1.698 -0.345 -0.44
P -0.041 -2.994 -0.935 0.84
C 0.998 -4.369 -0.467 -0.29
C 0.467 -5.632 -0.213 -0.07
C 1.313 -6.683 0.106 -0.07
C 2.684 -6.471 0.176 -0.07
C 3.214 -5.213 -0.071 -0.07
C 2.374 -4.161 -0.396 -0.08
C -1.683 -3.310 -0.282 -0.28
C -1.821 -3.313 1.108 -0.08
C -3.065 -3.501 1.682 -0.07
C -4.179 -3.689 0.870 -0.07
C -4.045 -3.698 -0.509 -0.07
C -2.796 -3.510 -1.089 -0.06
C -0.146 -2.962 -2.718 -0.29
C -0.713 -1.845 -3.332 -0.10
C -0.802 -1.789 -4.712 -0.06
C -0.326 -2.842 -5.482 -0.07
C 0.242 -3.952 -4.875 -0.07
C 0.335 -4.015 -3.493 -0.06
H -0.603 -5.794 -0.256 0.11
H 0.902 -7.663 0.309 0.11
H 3.341 -7.291 0.437 0.11
H 4.279 -5.044 0.009 0.11
H 2.787 -3.176 -0.574 0.09
H -0.947 -3.177 1.733 0.10
H -3.170 -3.505 2.759 0.10
H -5.154 -3.834 1.319 0.11
H -4.913 -3.849 -1.137 0.11
H -2.694 -3.510 -2.167 0.11
H -1.040 -1.003 -2.734 0.08
H -1.223 -0.913 -5.188 0.11
H -0.387 -2.790 -6.562 0.11
H 0.623 -4.766 -5.478 0.11
H 0.791 -4.878 -3.024 0.11
Se 3.679 -2.645 2.870 0.55
C 3.475 -1.484 1.537 -0.95
N 3.338 -0.710 0.665 -0.07

7
Properties=species:S:1:pos:R:3:lowdin_charge:R:1 method="wB97M-V/def2-TZVPD" homo_lumo_gap_ev=9.2 spin_multiplicity=1 e_homo_ev=-8.758 e_above_lowest_ev=2.108 energy_ha=-2955.7913
C 0.664 -0.179 -0.468 -0.53
P -0.658 0.857 -0.010 0.31
Br -2.294 -0.597 0.343 0.14
H 0.494 -0.494 -1.446 -0.03
H 0.830 -1.301 0.615 0.18
H 1.668 0.380 -0.387 0.04
H -0.702 1.334 1.353 -0.11

13
Properties=species:S:1:pos:R:3:lowdin_charge:R:1 method="wB97M-V/def2-TZVPD" homo_lumo_gap_ev=9.3 spin_multiplicity=1 e_homo_ev=-8.356 e_above_lowest_ev=5.135 energy_ha=-286.4429 smiles="ONC1=CCC1"
O -1.763 -0.075 1.826 -0.08
N -0.963 -0.997 1.208 -0.03
C -0.179 -0.208 0.304 -0.37
C -0.253 1.032 -0.235 -0.04
C 0.843 0.752 -1.240 -0.18
C 0.873 -0.697 -0.668 -0.12
H -2.541 -0.531 2.172 0.10
H 0.127 -0.838 1.715 0.22
H -0.885 1.897 -0.052 0.10
H 0.551 0.797 -2.298 0.10
H 1.778 1.314 -1.116 0.10
H 0.505 -1.456 -1.362 0.11
H 1.828 -1.027 -0.248 0.10

11
Properties=species:S:1:pos:R:3:lowdin_charge:R:1 method="wB97M-V/def2-TZVPD" homo_lumo_gap_ev=8.0 spin_multiplicity=1 e_homo_ev=-8.148 e_above_lowest_ev=6.020 energy_ha=-376.5426
C -0.648 -0.344 0.011 -0.54
C -0.158 0.971 -0.147 -0.08
C 1.604 -0.464 -0.097 -0.62
H -2.584 -0.207 -0.297 0.09
H -1.789 -1.432 0.986 0.28
H -0.773 1.955 -0.003 0.13
H 1.836 1.743 0.551 0.31
N -1.815 -0.899 -0.352 0.13
N 1.267 0.837 -0.325 0.07
O 2.631 -1.045 -0.162 0.13
O 0.429 -1.116 -0.164 0.11